Below is one molecule with the formula C4H6N2 at a distorted geometry, with properties calculated with ωB97M-V/def2-TZVPD.

Atoms and positions in Å:
1 C 1.45 -0.13 -1.25
2 C 0.27 0.22 -0.43
3 C -0.41 -0.85 0.33
4 C -1.22 -0.24 1.18
5 H 1.90 -1.14 -1.13
6 H 1.26 -0.25 -2.30
7 H 2.26 0.73 -1.15
8 H 0.01 -1.87 0.70
9 H -1.76 -0.57 2.00
10 H -2.05 1.59 1.26
11 N -1.23 1.09 0.97
12 N -0.48 1.44 -0.18

As for the frontier orbital gap: 0.371 Eh. The total charge is 0. Its SMILES is Cc1cc[nH]n1. For the molecular weight, the calculation gives 82.1 g mol⁻¹.

Below is a 10-piece molecular cluster, C64H144N8O10 overall at a distorted geometry, with properties calculated with ωB97M-V/def2-TZVPD.

Atoms and positions in Å:
1 C -2.50 0.00 -0.40
2 C -1.53 1.14 -0.39
3 C -0.24 0.68 0.20
4 O -0.37 0.59 1.61
5 C 0.86 0.29 2.27
6 N -1.32 1.56 -1.81
7 H -1.97 -0.90 -0.73
8 H -3.16 0.29 -1.22
9 H -2.99 -0.28 0.53
10 H -1.84 1.97 0.26
11 H 0.59 1.34 -0.13
12 H -0.02 -0.30 -0.22
13 H 1.74 0.81 1.84
14 H 1.02 -0.81 2.40
15 H 0.68 0.66 3.29
16 H -2.18 1.75 -2.34
17 H -0.66 2.32 -1.97
18 C -1.13 -2.09 3.83
19 C -2.50 -2.61 4.27
20 C -3.37 -2.85 3.01
21 O -4.69 -3.03 3.39
22 C -5.49 -3.63 2.39
23 N -2.47 -3.87 5.00
24 H -1.25 -1.11 3.36
25 H -0.65 -2.76 3.15
26 H -0.49 -2.03 4.73
27 H -3.02 -1.87 4.89
28 H -2.94 -3.69 2.44
29 H -3.33 -1.98 2.31
30 H -5.22 -4.70 2.29
31 H -5.30 -3.13 1.41
32 H -6.55 -3.54 2.58
33 H -1.78 -4.51 4.61
34 H -2.31 -3.81 6.00
35 C -1.11 -5.37 0.47
36 C -1.67 -4.92 -0.92
37 C -0.54 -4.70 -1.87
38 C 0.05 -5.99 -2.40
39 C -1.03 -6.80 -3.10
40 C -2.13 -7.15 -2.10
41 N -2.58 -5.95 -1.42
42 O -3.54 -6.28 -0.41
43 C -3.30 -7.70 -2.95
44 C -1.71 -8.24 -1.12
45 C -2.40 -3.55 -0.81
46 H -0.39 -6.16 0.21
47 H -1.98 -5.81 1.03
48 H -0.68 -4.59 1.12
49 H -0.84 -4.18 -2.75
50 H 0.26 -4.15 -1.34
51 H 0.45 -6.62 -1.60
52 H 0.88 -5.81 -3.08
53 H -0.65 -7.70 -3.55
54 H -1.34 -6.10 -3.88
55 H -3.77 -6.98 -3.67
56 H -3.08 -8.59 -3.52
57 H -4.02 -8.05 -2.23
58 H -1.58 -9.11 -1.78
59 H -0.69 -8.11 -0.81
60 H -2.42 -8.34 -0.31
61 H -3.40 -3.57 -0.37
62 H -2.42 -3.04 -1.78
63 H -1.76 -2.91 -0.19
64 H -4.42 -6.02 -0.74
65 C 4.04 -2.14 -1.94
66 C 4.15 -2.77 -0.52
67 C 2.75 -2.42 0.13
68 C 2.44 -3.28 1.31
69 C 2.52 -4.75 0.94
70 C 3.94 -5.06 0.49
71 N 4.19 -4.24 -0.68
72 O 5.47 -4.71 -1.17
73 C 4.97 -5.04 1.60
74 C 3.93 -6.59 0.04
75 C 5.32 -2.19 0.25
76 H 3.42 -2.62 -2.69
77 H 4.98 -1.92 -2.43
78 H 3.55 -1.13 -1.83
79 H 2.60 -1.33 0.22
80 H 2.04 -2.60 -0.68
81 H 1.42 -3.10 1.73
82 H 3.15 -3.05 2.11
83 H 1.93 -4.96 0.05
84 H 2.16 -5.38 1.79
85 H 4.80 -4.19 2.24
86 H 4.98 -5.96 2.19
87 H 5.92 -4.88 1.11
88 H 4.91 -6.98 -0.18
89 H 3.41 -7.30 0.68
90 H 3.41 -6.77 -0.90
91 H 5.45 -1.14 -0.02
92 H 6.23 -2.77 0.07
93 H 5.14 -2.17 1.31
94 H 5.28 -4.92 -2.09
95 C -1.04 1.47 -5.27
96 C -1.49 0.10 -5.72
97 C -1.30 -0.18 -7.21
98 C 0.14 -0.32 -7.67
99 C 0.77 -1.46 -6.87
100 C 0.56 -1.36 -5.34
101 N -0.87 -1.05 -5.02
102 O -1.11 -1.20 -3.64
103 C 0.86 -2.73 -4.85
104 C 1.47 -0.33 -4.69
105 C -3.03 0.00 -5.38
106 H -0.05 1.84 -5.58
107 H -1.05 1.59 -4.21
108 H -1.76 2.13 -5.76
109 H -1.89 -1.05 -7.47
110 H -1.74 0.69 -7.70
111 H 0.66 0.65 -7.60
112 H 0.07 -0.52 -8.74
113 H 1.83 -1.61 -7.06
114 H 0.33 -2.36 -7.22
115 H 0.17 -3.45 -5.27
116 H 1.89 -3.01 -5.04
117 H 0.70 -2.75 -3.77
118 H 1.05 0.12 -3.79
119 H 2.46 -0.72 -4.44
120 H 1.66 0.46 -5.39
121 H -3.25 0.42 -4.40
122 H -3.40 -1.00 -5.42
123 H -3.58 0.66 -6.07
124 H -0.93 -0.32 -3.26
125 C -1.69 5.90 6.16
126 C -0.89 4.71 5.59
127 C -1.65 4.15 4.39
128 C -0.79 3.27 3.50
129 C 0.40 4.16 3.05
130 C 1.28 4.67 4.14
131 N 0.34 5.38 5.09
132 O 1.01 6.08 6.13
133 C 2.19 3.60 4.81
134 C 2.15 5.70 3.45
135 C -0.71 3.63 6.63
136 H -1.33 6.38 7.08
137 H -2.70 5.50 6.35
138 H -1.83 6.70 5.41
139 H -2.51 3.67 4.87
140 H -2.05 4.96 3.77
141 H -1.33 2.87 2.65
142 H -0.40 2.38 4.04
143 H -0.03 5.01 2.52
144 H 1.04 3.62 2.34
145 H 2.97 3.41 4.08
146 H 2.66 3.96 5.73
147 H 1.63 2.67 5.00
148 H 2.83 5.19 2.75
149 H 1.56 6.41 2.89
150 H 2.75 6.24 4.20
151 H -0.14 2.78 6.33
152 H -1.71 3.31 6.93
153 H -0.24 4.05 7.51
154 H 1.30 5.34 6.72
155 C 7.24 3.80 -2.21
156 C 5.72 3.87 -2.39
157 C 5.22 2.59 -3.11
158 C 5.11 1.39 -2.19
159 C 4.29 1.77 -0.97
160 C 4.90 2.92 -0.17
161 N 4.96 4.09 -1.14
162 O 5.42 5.27 -0.51
163 C 3.76 3.18 0.86
164 C 6.20 2.62 0.62
165 C 5.37 5.02 -3.32
166 H 7.69 4.64 -1.70
167 H 7.61 3.92 -3.23
168 H 7.52 2.79 -1.84
169 H 4.20 2.80 -3.47
170 H 5.85 2.36 -3.94
171 H 6.06 0.92 -1.91
172 H 4.56 0.59 -2.66
173 H 4.12 0.94 -0.28
174 H 3.28 2.01 -1.36
175 H 3.96 4.06 1.51
176 H 2.78 3.25 0.38
177 H 3.73 2.31 1.51
178 H 6.05 2.14 1.57
179 H 6.76 1.87 0.06
180 H 6.84 3.49 0.73
181 H 4.32 5.09 -3.56
182 H 5.74 4.86 -4.33
183 H 5.66 6.01 -2.93
184 H 6.38 5.25 -0.66
185 C -8.12 3.08 -0.77
186 C -6.71 3.04 -0.15
187 C -6.02 4.36 -0.62
188 C -4.76 4.80 0.12
189 C -5.00 4.68 1.58
190 C -5.54 3.36 2.04
191 N -6.74 3.03 1.35
192 O -7.26 1.79 1.77
193 C -4.38 2.34 1.95
194 C -5.96 3.48 3.57
195 C -5.90 1.85 -0.77
196 H -8.60 2.10 -0.69
197 H -8.03 3.29 -1.83
198 H -8.74 3.85 -0.31
199 H -5.93 4.37 -1.70
200 H -6.74 5.13 -0.42
201 H -4.41 5.80 -0.20
202 H -3.94 4.07 -0.05
203 H -5.80 5.44 1.70
204 H -4.11 4.96 2.14
205 H -3.87 2.39 1.00
206 H -3.66 2.50 2.76
207 H -4.81 1.37 1.99
208 H -6.66 2.68 3.79
209 H -5.09 3.32 4.19
210 H -6.39 4.49 3.79
211 H -4.84 2.08 -0.77
212 H -6.14 1.74 -1.83
213 H -6.05 0.92 -0.26
214 H -8.13 2.00 2.17
215 C 3.50 -0.30 4.47
216 O 3.87 -1.65 4.22
217 H 3.04 0.09 3.57
218 H 2.82 -0.20 5.30
219 H 4.44 0.26 4.69
220 H 4.00 -2.08 5.07
221 C 0.15 4.88 -0.93
222 O 1.02 3.87 -1.48
223 H 0.73 5.54 -0.31
224 H -0.34 5.40 -1.76
225 H -0.64 4.36 -0.39
226 H 1.84 4.27 -1.76

As for the frontier orbital gap: 0.311 Eh. The total charge is 0. Its SMILES is CC1(C)CCCC(C)(C)N1O.CC1(C)CCCC(C)(C)N1O.CC1(C)CCCC(C)(C)N1O.CC1(C)CCCC(C)(C)N1O.CC1(C)CCCC(C)(C)N1O.CC1(C)CCCC(C)(C)N1O.COC[C@H](C)N.COC[C@H](C)N.CO.CO. For the molecular weight, the calculation gives 1185.9 g mol⁻¹.

Below is C2H4N6O6 as an isolated structure at a distorted geometry, with properties calculated with ωB97M-V/def2-TZVPD.

Atoms and positions in Å:
1 C -1.30 0.14 -0.82
2 C 0.34 0.07 0.83
3 N -0.97 0.41 0.35
4 N 1.51 -0.48 -1.28
5 N 1.12 -0.90 -0.10
6 N 3.88 0.32 0.75
7 N 2.37 0.28 -1.49
8 N 0.97 -2.36 -0.03
9 O 3.96 -0.87 0.59
10 O 4.49 1.01 1.53
11 O 2.94 0.72 -2.38
12 O 2.91 1.00 0.03
13 O 0.49 -2.73 0.96
14 O 1.35 -2.94 -0.97
15 H -0.58 -0.40 -1.62
16 H -2.27 0.45 -1.02
17 H 1.06 0.83 0.81
18 H 0.10 -0.55 1.67

As for the frontier orbital gap (spin up / spin down): 0.335 / 0.335 Eh. The total charge is 0. For the molecular weight, the calculation gives 208.1 g mol⁻¹.

Below is a 2-piece molecular cluster, C4H9NO overall at a distorted geometry, with properties calculated with ωB97M-V/def2-TZVPD.

Atoms and positions in Å:
1 N 1.47 -2.28 -1.77
2 C 0.90 -1.28 -0.94
3 C -0.11 -0.44 -1.31
4 C 0.66 -0.79 1.58
5 C 1.02 -1.62 0.55
6 H 1.02 -2.73 -2.59
7 H 2.37 -2.72 -1.44
8 H -0.06 0.54 -0.90
9 H -0.64 -0.67 -2.19
10 H 1.19 -0.92 2.56
11 H -0.17 -0.08 1.64
12 H 1.54 -2.53 0.65
13 H -3.31 5.69 1.97
14 H -3.16 4.51 0.94
15 O -2.73 5.33 1.25

As for the frontier orbital gap: 0.303 Eh. The total charge is 0. Its SMILES is C=CC(=C)N.O. For the molecular weight, the calculation gives 87.1 g mol⁻¹.

Below is a 10-piece molecular cluster, C42H77FO18 overall at a distorted geometry, with properties calculated with ωB97M-V/def2-TZVPD.

Atoms and positions in Å:
1 O -2.62 -0.36 -6.43
2 C -2.86 0.73 -5.82
3 O -3.47 1.85 -6.29
4 C -3.84 1.94 -7.64
5 C -4.68 3.32 -7.92
6 C -2.53 0.88 -4.34
7 H -4.36 1.00 -7.87
8 H -2.93 1.97 -8.24
9 H -5.05 3.32 -8.94
10 H -4.16 4.27 -7.78
11 H -5.57 3.09 -7.32
12 H -2.92 1.72 -3.76
13 H -1.45 0.72 -4.21
14 H -2.99 0.01 -3.87
15 O 3.95 3.49 2.65
16 C 3.91 2.46 1.92
17 O 4.49 1.28 2.32
18 C 5.33 1.10 3.49
19 C 4.61 0.91 4.87
20 C 3.41 2.59 0.50
21 H 5.95 1.99 3.49
22 H 5.86 0.19 3.24
23 H 4.19 1.81 5.33
24 H 5.27 0.26 5.44
25 H 3.81 0.17 4.85
26 H 4.26 2.80 -0.15
27 H 2.67 3.37 0.33
28 H 2.95 1.61 0.33
29 O 0.41 -5.25 -3.24
30 C 0.17 -4.12 -3.76
31 O 1.05 -3.34 -4.36
32 C 2.38 -3.85 -4.70
33 C 2.94 -3.11 -5.95
34 C -1.20 -3.52 -3.68
35 H 2.39 -4.91 -4.94
36 H 3.13 -3.75 -3.91
37 H 2.87 -2.08 -5.61
38 H 2.31 -3.22 -6.84
39 H 3.97 -3.33 -6.23
40 H -1.72 -3.58 -2.72
41 H -1.81 -4.14 -4.33
42 H -1.09 -2.45 -3.86
43 O -4.19 2.87 2.05
44 C -3.38 3.81 1.87
45 O -2.84 4.23 0.70
46 C -3.00 3.48 -0.45
47 C -3.61 4.27 -1.60
48 C -2.99 4.77 2.96
49 H -3.57 2.58 -0.25
50 H -2.04 3.04 -0.74
51 H -4.05 3.54 -2.29
52 H -2.70 4.78 -1.93
53 H -4.31 5.07 -1.38
54 H -2.03 4.50 3.41
55 H -3.63 4.65 3.83
56 H -3.06 5.80 2.62
57 O 1.64 -0.49 -4.19
58 C 1.72 0.69 -4.34
59 O 2.17 1.33 -5.32
60 C 2.47 0.65 -6.51
61 C 1.20 0.53 -7.39
62 C 1.35 1.50 -3.14
63 H 3.01 -0.29 -6.38
64 H 3.13 1.41 -6.93
65 H 1.34 0.23 -8.43
66 H 0.74 1.50 -7.55
67 H 0.45 -0.08 -6.89
68 H 1.99 1.18 -2.32
69 H 0.30 1.30 -2.96
70 H 1.71 2.49 -3.40
71 O 0.54 3.57 4.34
72 C 0.65 2.36 4.64
73 O 0.64 1.87 5.80
74 C 0.34 2.62 7.00
75 C 1.44 3.42 7.54
76 C 0.97 1.21 3.55
77 H 0.24 1.79 7.71
78 H -0.59 3.19 6.97
79 H 1.08 3.79 8.50
80 H 1.66 4.22 6.84
81 H 2.37 2.85 7.57
82 H 0.07 1.15 2.94
83 H 1.26 0.27 4.02
84 H 1.81 1.47 2.90
85 O -2.33 -6.76 -0.50
86 C -1.57 -7.27 0.33
87 O -0.34 -7.02 0.64
88 C 0.24 -5.96 -0.13
89 C 1.56 -5.49 0.58
90 C -2.00 -8.43 1.13
91 H -0.44 -5.17 -0.45
92 H 0.64 -6.36 -1.06
93 H 2.08 -6.41 0.85
94 H 1.37 -4.94 1.50
95 H 2.20 -4.88 -0.05
96 H -2.94 -8.81 0.71
97 H -2.12 -8.27 2.20
98 H -1.28 -9.23 1.01
99 O 0.33 3.77 -0.41
100 C 0.29 4.98 -0.69
101 O 0.35 6.00 0.15
102 C 0.24 5.79 1.58
103 C -0.05 7.11 2.29
104 C 0.28 5.45 -2.13
105 H 1.01 5.13 1.98
106 H -0.66 5.23 1.80
107 H -0.97 7.60 1.97
108 H 0.78 7.79 2.12
109 H -0.21 6.91 3.35
110 H -0.17 6.44 -2.17
111 H -0.29 4.74 -2.73
112 H 1.33 5.53 -2.39
113 O 0.28 -6.90 7.87
114 C -0.55 -6.10 7.40
115 O -0.33 -5.13 6.51
116 C 0.96 -5.15 5.79
117 C 1.16 -3.91 4.85
118 C -1.90 -6.09 8.11
119 H 0.94 -6.06 5.18
120 H 1.64 -5.16 6.64
121 H 1.13 -3.02 5.46
122 H 0.34 -3.91 4.12
123 H 2.01 -3.87 4.18
124 H -2.10 -6.95 8.75
125 H -2.58 -6.36 7.30
126 H -2.06 -5.13 8.60
127 F 0.33 -2.25 2.04
128 C -0.40 -1.78 1.04
129 C -1.46 -2.52 0.48
130 C -2.26 -1.88 -0.54
131 C -1.96 -0.62 -0.99
132 C -0.81 -0.01 -0.46
133 C -0.05 -0.57 0.53
134 H -1.61 -3.53 0.84
135 H -3.05 -2.41 -1.06
136 H -2.63 -0.20 -1.73
137 H -0.45 0.98 -0.72
138 H 0.73 0.05 0.95

As for the frontier orbital gap (spin up / spin down): 0.267 / 0.114 Eh. The total charge is +1. For the molecular weight, the calculation gives 889.1 g mol⁻¹. Its spin multiplicity is 2.

no.,total energy (Eh)
1,-265.451576
2,-3714.972169
3,-858.082517
4,-287.686090
5,-3100.303124